Here is an isolated molecule of C5H10O at a distorted geometry from the Open Molecules 2025 dataset. Energies are from ωB97M-V/def2-TZVPD.

Atoms and positions in Å:
O: 1.774 -1.599 0.367
C: 1.375 -0.614 1.328
C: -0.437 1.241 -1.215
C: 1.197 -0.369 -0.089
C: -0.211 0.216 -0.126
C: -1.357 -0.774 0.042
H: 0.503 -0.992 1.862
H: -1.288 1.856 -0.908
H: 1.966 0.216 -0.604
H: 1.743 0.331 1.777
H: -1.761 -1.068 -0.932
H: -1.055 -1.692 0.562
H: 0.438 1.899 -1.295
H: -2.158 -0.302 0.616
H: -0.086 0.851 0.806
H: -0.643 0.799 -2.192

Force components x, y, z for each atom (eV/Å):
0.16 0.13 0.13
0.05 0.33 0.44
-0.08 0.06 -0.19
-0.14 0.49 0.25
-0.34 0.33 0.12
-0.09 0.03 -0.01
0.02 0.30 -0.10
0.03 0.02 -0.27
-0.24 0.08 0.25
1.81 -1.41 0.44
0.08 0.02 0.11
-0.01 0.23 -0.07
-0.18 -0.08 -0.08
-0.06 -0.14 -0.10
-1.03 -0.39 -0.94
0.01 0.01 0.01

- Kohn-Sham gap: 10.45 eV
- SMILES: CC(C)[C@H]1CO1
- Multiplicity: 1
- Relative energy (zero: lowest compared OMol25 entry of this formula, charge and spin): 3.520 eV
- Total energy: -271.6233 hartree
- LUMO level: 0.03796 Ha

The computed Löwdin charges, all in e, follow: atom 1 (O): 0.01, atom 2 (C): -0.17, atom 3 (C): -0.08, atom 4 (C): -0.29, atom 5 (C): -0.42, atom 6 (C): -0.06, atom 7 (H): 0.11, atom 8 (H): 0.08, atom 9 (H): 0.15, atom 10 (H): 0.14, atom 11 (H): 0.08, atom 12 (H): 0.08, atom 13 (H): 0.08, atom 14 (H): 0.08, atom 15 (H): 0.13, atom 16 (H): 0.08

Here is a cluster of 11 separate species, C11H44N22O11 in total at a distorted geometry from the Open Molecules 2025 dataset. Energies are from ωB97M-V/def2-TZVPD.

Atoms and positions in Å:
O: -22.122 28.003 0.956
O: -27.980 23.191 -7.163
O: -23.309 23.359 -1.449
O: -26.120 26.769 -1.490
O: -21.058 22.605 2.729
O: -22.626 20.685 -1.773
O: -24.839 21.186 -5.562
O: -23.961 16.121 -3.643
O: -26.031 21.491 1.899
O: -27.426 18.910 -6.615
O: -26.540 25.519 -4.761
N: -24.568 22.696 0.889
N: -21.876 18.597 -1.677
N: -24.823 20.739 0.218
N: -24.596 18.258 -3.358
N: -28.403 23.122 -5.014
N: -25.453 27.125 -5.929
N: -25.077 21.473 -7.796
N: -29.807 22.025 -6.400
N: -23.668 20.187 -7.249
N: -22.890 25.959 0.404
N: -22.906 17.774 -4.691
N: -25.227 28.373 -2.785
N: -19.517 23.183 1.372
N: -21.523 23.176 0.651
N: -20.564 20.057 -0.986
N: -26.919 19.624 -4.514
N: -24.268 22.349 -3.069
N: -27.586 26.835 -6.361
N: -21.667 26.039 2.113
N: -28.331 18.047 -4.790
N: -24.893 28.435 -0.733
N: -24.665 24.391 -2.858
C: -25.494 27.783 -1.655
C: -25.240 21.671 1.054
C: -28.636 22.731 -6.245
C: -23.808 17.286 -3.927
C: -26.505 26.410 -5.589
C: -20.756 22.939 1.638
C: -21.758 19.854 -1.517
C: -22.168 26.758 1.127
C: -24.541 20.978 -6.750
C: -23.972 23.421 -2.428
C: -27.582 18.905 -5.408
H: -20.467 21.012 -0.671
H: -28.449 26.406 -6.060
H: -26.300 20.395 -4.723
H: -23.421 20.151 -8.227
H: -25.607 27.760 -3.492
H: -24.707 21.235 -8.706
H: -25.415 17.945 -2.857
H: -23.679 21.563 -2.837
H: -30.357 21.586 -5.676
H: -22.450 22.775 0.637
H: -24.487 29.058 -2.829
H: -24.274 21.032 -0.577
H: -28.833 22.702 -4.202
H: -24.800 22.398 -3.926
H: -21.906 25.072 2.280
H: -21.323 24.076 0.237
H: -23.315 19.434 -6.675
H: -25.445 19.945 0.179
H: -21.169 17.890 -1.531
H: -27.467 27.597 -7.013
H: -19.978 19.360 -0.548
H: -26.056 21.720 -7.783
H: -24.692 19.161 -3.800
H: -22.687 18.742 -4.507
H: -25.530 27.891 -6.583
H: -18.766 23.247 2.044
H: -22.820 18.424 -1.993
H: -24.959 23.515 1.331
H: -22.188 17.161 -5.052
H: -24.550 26.717 -5.732
H: -24.848 25.186 -2.262
H: -24.036 22.815 0.038
H: -27.574 23.696 -4.954
H: -25.250 27.978 0.094
H: -30.043 21.662 -7.312
H: -28.826 17.402 -5.390
H: -28.336 18.046 -3.780
H: -25.257 24.424 -3.676
H: -26.969 19.355 -3.542
H: -19.247 23.397 0.422
H: -21.115 26.463 2.846
H: -23.433 26.488 -0.264
H: -24.513 29.365 -0.840
H: -22.728 24.962 0.422

Force components x, y, z for each atom (eV/Å):
0.46 -1.92 0.51
0.43 -0.63 -1.09
3.57 1.32 4.52
-1.23 -1.81 0.09
-1.92 -1.80 4.09
0.62 -0.16 0.01
0.37 -0.53 -0.53
0.04 -1.22 -0.04
-4.14 -0.78 3.67
-0.10 0.70 -0.91
0.04 -0.21 0.06
3.67 8.41 -0.11
-3.07 -4.74 -1.87
-0.01 -3.42 -2.01
-0.47 0.63 0.75
0.86 0.30 2.35
3.12 0.89 0.12
-4.79 4.55 -3.94
-0.60 -0.93 -0.99
6.18 -5.34 1.07
-2.24 -0.66 -3.15
3.68 2.00 -3.17
-1.06 -0.21 -4.25
5.87 1.26 -2.04
-3.49 0.92 -4.47
2.49 3.78 1.24
1.26 2.27 1.85
-0.31 -4.52 -2.69
0.19 -1.22 1.61
2.77 -0.33 3.37
-2.93 -2.86 1.08
0.90 0.48 5.32
-2.37 6.69 -0.96
0.39 0.32 -1.06
-0.54 -4.30 -0.56
-1.77 0.30 -1.01
-3.54 -1.27 2.88
-2.73 0.32 -1.69
1.35 -0.38 2.82
0.77 1.43 1.00
-0.19 3.34 0.78
-1.32 0.44 2.31
-1.70 -1.65 -0.79
1.97 0.51 -1.38
0.55 -0.03 0.20
-0.23 0.53 -0.65
0.01 -0.10 -0.55
-0.28 -0.20 0.60
0.72 0.89 -1.23
-0.65 0.13 0.39
0.34 -0.20 -0.20
-0.17 -0.22 -0.52
0.59 0.34 0.24
0.16 0.42 0.13
-0.33 -0.52 -0.76
-0.14 -0.66 -0.18
0.27 0.21 -0.19
0.39 -0.42 0.11
-0.17 0.27 -0.07
-0.28 -0.63 -0.92
0.37 0.22 -0.06
0.45 -0.03 -0.35
-0.49 0.29 -0.07
-0.66 -0.44 0.24
-0.51 0.16 -0.14
0.00 0.72 0.11
0.05 -0.13 -0.10
0.41 -0.10 -0.36
0.28 -0.41 0.17
-0.65 -0.17 0.19
0.01 -1.27 -0.09
0.42 0.17 -0.06
-0.11 0.17 0.19
0.00 0.38 -0.02
0.12 0.07 0.07
-0.38 0.54 -0.34
-0.09 0.13 0.60
0.92 1.23 1.31
0.44 0.23 0.06
-0.03 -0.14 0.67
-0.60 -0.54 -0.51
0.18 -0.39 0.08
-0.13 0.39 -0.33
0.03 -0.04 0.21
-0.09 0.08 -0.32
-0.09 -0.93 -0.50
-0.21 -0.43 0.68
-0.90 0.49 -0.52

- Kohn-Sham gap: 9.12 eV
- SMILES: NC(N)=O.NC(N)=O.NC(N)=O.NC(N)=O.NC(N)=O.NC(N)=O.NC(N)=O.NC(N)=O.NC(N)=O.NC(N)=O.NC(N)=O
- Multiplicity: 1
- Relative energy (zero: lowest compared OMol25 entry of this formula, charge and spin): 7.848 eV
- Total energy: -2478.0379 hartree
- LUMO level: 0.00923 Ha

The computed Löwdin charges, all in e, follow: atom 1 (O): -0.02, atom 2 (O): 0.01, atom 3 (O): 0.02, atom 4 (O): 0.05, atom 5 (O): 0.08, atom 6 (O): 0.01, atom 7 (O): -0.01, atom 8 (O): 0.05, atom 9 (O): 0.08, atom 10 (O): 0.03, atom 11 (O): 0.02, atom 12 (N): 0.18, atom 13 (N): 0.19, atom 14 (N): 0.18, atom 15 (N): 0.15, atom 16 (N): 0.17, atom 17 (N): 0.16, atom 18 (N): 0.18, atom 19 (N): 0.15, atom 20 (N): 0.17, atom 21 (N): 0.17, atom 22 (N): 0.18, atom 23 (N): 0.18, atom 24 (N): 0.17, atom 25 (N): 0.16, atom 26 (N): 0.17, atom 27 (N): 0.15, atom 28 (N): 0.18, atom 29 (N): 0.16, atom 30 (N): 0.17, atom 31 (N): 0.16, atom 32 (N): 0.17, atom 33 (N): 0.22, atom 34 (C): -0.84, atom 35 (C): -0.87, atom 36 (C): -0.72, atom 37 (C): -0.77, atom 38 (C): -0.67, atom 39 (C): -0.88, atom 40 (C): -0.72, atom 41 (C): -0.73, atom 42 (C): -0.72, atom 43 (C): -0.80, atom 44 (C): -0.77, atom 45 (H): 0.09, atom 46 (H): 0.11, atom 47 (H): 0.06, atom 48 (H): 0.12, atom 49 (H): 0.08, atom 50 (H): 0.12, atom 51 (H): 0.10, atom 52 (H): 0.06, atom 53 (H): 0.09, atom 54 (H): 0.08, atom 55 (H): 0.12, atom 56 (H): 0.06, atom 57 (H): 0.11, atom 58 (H): 0.08, atom 59 (H): 0.09, atom 60 (H): 0.10, atom 61 (H): 0.10, atom 62 (H): 0.11, atom 63 (H): 0.13, atom 64 (H): 0.10, atom 65 (H): 0.12, atom 66 (H): 0.11, atom 67 (H): 0.07, atom 68 (H): 0.11, atom 69 (H): 0.11, atom 70 (H): 0.12, atom 71 (H): 0.09, atom 72 (H): 0.14, atom 73 (H): 0.13, atom 74 (H): 0.13, atom 75 (H): 0.08, atom 76 (H): 0.04, atom 77 (H): 0.07, atom 78 (H): 0.13, atom 79 (H): 0.10, atom 80 (H): 0.12, atom 81 (H): 0.11, atom 82 (H): 0.08, atom 83 (H): 0.09, atom 84 (H): 0.11, atom 85 (H): 0.12, atom 86 (H): 0.09, atom 87 (H): 0.13, atom 88 (H): 0.06

Here is a structure of composition C41H50B2BrN12O2PrSi at a distorted geometry from the Open Molecules 2025 dataset. Energies are from ωB97M-V/def2-TZVPD.

Atoms and positions in Å:
Pr: -0.469 0.025 -0.050
Br: 7.324 0.131 -0.787
Si: 1.111 1.657 3.376
O: 1.664 4.110 -0.113
O: 0.791 2.067 -0.380
N: -2.133 1.772 -0.979
N: -0.978 -0.275 -2.763
N: 1.319 -1.427 0.760
N: -0.133 1.014 2.388
N: -2.278 0.547 1.759
N: 4.418 -0.556 -2.018
N: -1.602 -2.018 -0.055
N: 2.258 -0.926 -1.891
N: -2.150 -0.006 -3.344
N: -3.177 1.621 -1.794
N: 3.338 -1.523 -1.882
N: 3.813 0.534 -2.717
C: -3.720 -2.572 4.129
C: -2.327 -2.656 2.164
C: -3.604 -5.256 -1.819
C: -2.059 -0.153 -4.667
C: 1.175 3.584 3.422
C: -3.348 -6.433 0.255
C: 3.647 1.671 -4.919
C: 4.478 0.055 -0.649
C: -0.142 -0.617 -3.739
C: 5.563 2.299 -0.418
C: -3.564 -2.836 2.781
C: -3.591 0.564 1.969
C: -4.455 -0.077 0.923
C: -0.774 -0.554 -4.978
C: -3.186 3.734 -1.163
C: 2.204 1.919 -5.358
C: 1.739 2.890 -0.254
C: 2.141 -2.105 1.225
C: -3.118 -4.108 -1.225
C: -2.165 -2.850 0.683
C: -1.412 -1.947 4.277
C: -1.256 -2.201 2.928
C: 4.288 2.960 -0.280
C: 2.881 1.151 2.866
C: -3.343 1.792 3.993
C: -2.646 -2.131 4.883
C: -2.754 -4.103 0.119
C: -3.832 2.779 -1.926
C: 3.144 2.267 -0.333
C: -2.875 -5.278 0.855
C: -2.120 3.043 -0.586
C: 4.167 2.853 -4.102
C: 3.802 0.343 -4.150
C: -1.992 1.785 3.791
C: -4.177 1.162 3.072
C: 3.126 0.801 -0.547
C: 5.639 0.977 -0.580
C: 1.022 1.019 5.198
C: -3.718 -6.425 -1.079
C: 2.567 0.502 -1.977
C: -1.431 1.127 2.659
B: 3.269 -2.943 1.882
B: -3.442 0.310 -2.557
H: 3.262 1.799 2.083
H: -3.890 -5.244 -2.863
H: 1.271 3.968 2.410
H: -3.426 -7.347 0.832
H: -5.284 -0.612 1.384
H: 5.149 2.630 -3.693
H: -3.767 2.288 4.861
H: 2.927 0.121 2.528
H: -4.687 -2.707 4.600
H: -3.435 4.771 -1.049
H: 0.864 -0.916 -3.522
H: 1.531 1.956 -4.504
H: 2.814 -3.455 2.878
H: -3.850 -0.758 0.330
H: -4.862 0.687 0.258
H: 4.166 -2.176 2.168
H: -0.571 -1.599 4.858
H: 6.464 2.896 -0.378
H: 0.004 0.953 5.564
H: -4.408 -3.177 2.195
H: -2.993 -3.189 -1.779
H: 1.868 1.124 -6.021
H: -4.709 2.859 -2.541
H: -1.335 2.301 4.469
H: 4.259 1.584 -5.827
H: 4.776 -0.099 -4.386
H: 1.583 1.645 5.886
H: 1.757 1.132 -2.327
H: -4.326 0.503 -3.340
H: -2.582 -5.287 1.896
H: -4.089 -7.329 -1.547
H: -3.652 -0.600 -1.816
H: 3.024 -0.367 -4.468
H: 4.269 4.028 -0.117
H: 3.503 3.071 -3.270
H: 2.482 0.349 0.214
H: -2.767 -1.932 5.940
H: -5.250 1.150 3.194
H: 2.034 3.935 3.989
H: -0.366 -0.768 -5.947
H: -2.903 0.025 -5.305
H: 3.639 -3.776 1.094
H: -1.348 3.411 0.064
H: 0.285 4.031 3.857
H: 3.557 1.242 3.714
H: 4.570 -0.763 0.075
H: 2.128 2.867 -5.890
H: 1.449 0.022 5.241
H: 4.235 3.739 -4.731
H: -0.288 -2.075 2.460

Force components x, y, z for each atom (eV/Å):
-0.95 0.39 0.12
0.15 0.01 0.03
0.80 0.38 0.70
-0.16 0.03 0.06
-0.44 -0.48 -0.03
0.16 0.21 0.18
0.46 -0.15 0.30
0.96 -0.94 0.64
0.48 -0.11 -0.31
0.25 0.15 0.19
0.74 0.45 -0.69
0.38 0.36 0.00
0.43 -0.74 -0.15
-0.23 0.05 -0.38
-0.48 0.16 -0.18
-1.03 -0.50 0.25
-0.23 -0.03 0.41
-0.22 0.02 0.16
-0.03 0.07 0.19
-0.02 0.00 -0.06
0.15 -0.10 -0.28
-0.24 -0.73 -0.07
-0.05 -0.20 0.05
-0.13 0.11 0.04
-0.24 -0.14 0.39
0.02 0.04 -0.14
0.38 -0.60 0.00
0.13 -0.09 -0.13
-0.39 -0.03 -0.13
0.20 0.02 0.00
-0.11 0.02 -0.08
-0.04 -0.03 0.05
0.29 -0.06 -0.04
1.12 0.80 0.02
-0.78 0.66 -0.40
-0.05 0.01 0.04
-0.11 -0.06 0.19
-0.02 0.01 0.10
0.04 -0.26 -0.12
-0.94 0.05 0.06
-0.75 0.10 -0.12
-0.07 -0.04 -0.12
0.06 0.02 0.09
-0.08 -0.31 -0.17
-0.02 0.25 0.08
-0.08 0.38 -0.14
-0.01 0.10 -0.06
-0.06 0.13 -0.03
0.06 -0.17 -0.26
0.10 -0.09 -0.36
0.09 0.16 0.01
0.00 0.02 0.11
-0.34 -0.14 0.11
0.39 0.33 0.04
-0.22 0.18 -0.64
-0.07 -0.18 -0.08
0.70 0.66 -0.02
-0.27 0.04 0.16
0.33 -0.24 0.21
0.31 -0.04 0.16
0.08 0.07 -0.14
-0.02 -0.01 -0.06
0.01 0.04 -0.23
0.01 -0.02 0.01
-0.04 -0.04 0.01
0.13 0.06 0.11
0.04 0.02 0.01
0.03 -0.22 -0.06
-0.03 0.02 -0.02
-0.06 0.13 0.03
0.03 -0.06 0.06
-0.14 0.00 0.10
-0.06 -0.05 0.13
-0.14 -0.05 -0.05
0.00 0.01 -0.07
0.07 0.09 0.00
0.11 0.06 0.04
0.07 -0.06 -0.01
-0.23 -0.03 0.11
-0.03 -0.04 -0.04
0.03 0.12 -0.06
-0.15 -0.06 -0.04
-0.04 -0.09 -0.13
0.10 0.06 0.15
-0.06 -0.02 0.09
-0.14 0.02 0.06
0.19 0.22 0.06
0.04 -0.12 -0.01
-0.24 0.04 -0.21
0.02 0.00 0.07
-0.01 -0.03 0.00
-0.11 -0.19 0.22
0.09 -0.02 -0.06
-0.14 0.08 -0.03
-0.02 0.05 0.12
0.30 0.09 -0.25
-0.01 0.05 0.05
-0.07 -0.06 -0.01
0.20 -0.05 0.16
0.07 -0.04 -0.13
-0.19 0.03 -0.01
0.06 -0.11 -0.14
0.15 -0.04 0.07
-0.20 0.04 0.09
-0.02 0.07 0.23
0.00 0.16 -0.06
-0.05 0.07 -0.04
0.13 -0.27 -0.03
-0.01 0.11 -0.06
-0.04 0.09 -0.01

- Kohn-Sham gap (alpha / beta): 6.43 / 6.44 eV
- Multiplicity: 3
- Relative energy (zero: lowest compared OMol25 entry of this formula, charge and spin): 2.335 eV
- Total energy: -5830.3815 hartree
- Total charge: -2
- LUMO level (alpha / beta): 0.14278 / 0.14278 Ha

These are the Löwdin partial charges, in e, on atoms 1 to 99: atom 1 (Pr): 1.08, atom 2 (Br): 0.71, atom 3 (Si): 0.46, atom 4 (O): 0.02, atom 5 (O): -0.18, atom 6 (N): -0.03, atom 7 (N): 0.02, atom 8 (N): 0.03, atom 9 (N): -0.09, atom 10 (N): 0.06, atom 11 (N): -0.04, atom 12 (N): -0.02, atom 13 (N): 0.08, atom 14 (N): -0.07, atom 15 (N): -0.07, atom 16 (N): 0.12, atom 17 (N): -0.07, atom 18 (C): -0.10, atom 19 (C): -0.18, atom 20 (C): -0.10, atom 21 (C): -0.11, atom 22 (C): -0.16, atom 23 (C): -0.11, atom 24 (C): -0.40, atom 25 (C): -0.26, atom 26 (C): -0.17, atom 27 (C): -0.12, atom 28 (C): -0.06, atom 29 (C): -0.33, atom 30 (C): -0.03, atom 31 (C): -0.08, atom 32 (C): -0.07, atom 33 (C): -0.08, atom 34 (C): -0.60, atom 35 (C): -0.20, atom 36 (C): -0.02, atom 37 (C): -0.37, atom 38 (C): -0.07, atom 39 (C): -0.02, atom 40 (C): -0.03, atom 41 (C): -0.14, atom 42 (C): -0.10, atom 43 (C): -0.10, atom 44 (C): -0.16, atom 45 (C): -0.11, atom 46 (C): -0.11, atom 47 (C): -0.04, atom 48 (C): -0.13, atom 49 (C): -0.07, atom 50 (C): -0.14, atom 51 (C): -0.05, atom 52 (C): -0.07, atom 53 (C): -0.15, atom 54 (C): -0.63, atom 55 (C): -0.18, atom 56 (C): -0.12, atom 57 (C): -0.24, atom 58 (C): -0.45, atom 59 (B): -0.44, atom 60 (B): -0.44, atom 61 (H): 0.01, atom 62 (H): 0.09, atom 63 (H): 0.01, atom 64 (H): 0.09, atom 65 (H): 0.08, atom 66 (H): 0.07, atom 67 (H): 0.09, atom 68 (H): 0.01, atom 69 (H): 0.09, atom 70 (H): 0.08, atom 71 (H): 0.07, atom 72 (H): 0.07, atom 73 (H): 0.00, atom 74 (H): 0.04, atom 75 (H): 0.08, atom 76 (H): 0.00, atom 77 (H): 0.09, atom 78 (H): 0.09, atom 79 (H): 0.00, atom 80 (H): 0.11, atom 81 (H): 0.10, atom 82 (H): 0.07, atom 83 (H): 0.10, atom 84 (H): 0.07, atom 85 (H): 0.12, atom 86 (H): 0.12, atom 87 (H): 0.01, atom 88 (H): 0.14, atom 89 (H): 0.07, atom 90 (H): 0.11, atom 91 (H): 0.09, atom 92 (H): 0.06, atom 93 (H): 0.11, atom 94 (H): 0.12, atom 95 (H): 0.07, atom 96 (H): 0.09, atom 97 (H): 0.09, atom 98 (H): 0.09, atom 99 (H): 0.01

> What is the relative energy (zero: lowest compared OMol25 entry of this formula, charge and spin) in the third record?

2.335 eV

> Among the records above, which one has the lowest total energy?

C41H50B2BrN12O2PrSi

> Which formula does entry 1 have?

C5H10O

> Look up the total energy of the third one.

-5830.3815 hartree